[1]
Molecular formula: C6H12INO3
Method: DFT, ωB97M-V with the def2-TZVPD basis set

Last column: Mulliken spin population.
Geometry (Å):
C 0.211 -1.062 2.079  0.000
C 0.065 -1.801 -0.236  0.000
C -0.478 1.888 -1.229  0.012
C -0.052 -0.580 0.665  0.022
C 0.741 1.001 -1.218  0.026
C 1.026 0.514 0.250  -0.049
N 1.163 1.713 1.314  0.481
O 0.165 2.378 1.496  0.648
O 2.245 1.933 1.878  0.807
O 1.818 1.650 -1.827  -0.001
I 3.023 -0.333 0.073  0.059
H 0.999 -1.767 1.956  0.000
H 0.469 -0.224 2.805  -0.005
H -0.746 -1.354 2.451  -0.001
H 1.124 -2.156 -0.253  0.002
H -0.282 -1.559 -1.168  0.000
H -0.596 -2.508 0.218  0.001
H -0.136 2.897 -1.083  -0.003
H -1.245 1.647 -0.559  0.000
H -0.856 1.641 -2.206  0.002
H -1.015 -0.114 0.576  -0.001
H 0.672 -0.040 -1.678  0.000
H 2.381 1.084 -2.413  0.001

Output
<S²> = 2.01
HOMO level (spin up / spin down) = -0.2769 / -0.3566 hartree
Kohn-Sham gap (spin up / spin down) = 0.28565 / 0.23731 Ha
energy relative to the best compared isomer or geometry (same formula, charge and spin) = 62.5 kJ/mol
DFT total energy = -813.71293 Eh
total charge = 0
largest force on an atom = 0.1816 Eh/bohr
spin multiplicity = 3

[2]
Molecular formula: C5H7IO
Method: DFT, ωB97M-V with the def2-TZVPD basis set

Last column: Mulliken charge in e.
Geometry (Å):
C -0.599 1.652 1.088  -0.868
C 0.244 0.624 1.048  -0.084
I 1.498 0.143 2.719  0.069
C 0.463 -0.208 -0.182  0.741
O 1.786 -0.147 -0.657  -0.538
C -0.318 -1.531 -0.300  -0.718
C -0.586 -0.378 -1.234  -0.751
H -0.784 2.200 1.961  0.309
H -1.285 1.824 0.384  0.334
H 1.766 0.189 -1.586  0.339
H -0.879 -1.710 0.494  0.333
H 0.250 -2.347 -0.515  0.300
H -0.055 -0.408 -2.220  0.277
H -1.501 0.097 -0.999  0.257

Output
SMILES = C=C(I)C1(O)CC1
HOMO level = -0.3335 hartree
Kohn-Sham gap = 0.35649 Ha
energy relative to the best compared isomer or geometry (same formula, charge and spin) = 88.2 kJ/mol
DFT total energy = -567.55521 Eh
total charge = 0
largest force on an atom = 0.0857 Eh/bohr

[3]
Molecular formula: C19H27NO3
Method: DFT, ωB97M-V with the def2-TZVPD basis set

Last column: Mulliken charge in e.
Geometry (Å):
O 0.581 -3.245 4.424  -0.545
C 1.040 -4.539 4.272  -0.421
C 1.768 -4.622 2.994  -0.520
O 0.839 -4.599 1.884  -0.416
C 0.566 -3.525 1.053  -0.062
C 1.584 -2.634 0.549  -0.418
C 1.242 -1.545 -0.264  -0.447
C -0.060 -1.293 -0.577  0.101
C -1.099 -2.240 -0.195  0.770
C -0.761 -3.278 0.739  -0.440
C -2.600 -1.910 -0.319  -1.073
C -2.715 -0.752 -1.398  -1.376
C -1.664 0.386 -1.316  0.976
C -1.837 1.004 0.094  -0.949
C -0.794 2.103 0.279  -1.273
N -0.438 3.067 -0.775  0.017
C 0.790 3.857 -0.634  0.022
C 1.211 4.862 -1.713  -0.856
C 2.528 4.163 -1.832  -0.442
C 2.234 3.207 -0.619  -0.659
C -0.592 2.547 -2.142  -0.953
C -1.761 1.512 -2.372  -1.144
O -0.277 -0.138 -1.360  -0.336
H 0.196 -3.131 3.527  0.327
H 1.724 -4.813 5.064  0.398
H 0.268 -5.310 4.169  0.249
H 2.305 -5.515 3.023  0.393
H 2.465 -3.750 2.955  0.260
H 2.670 -2.848 0.678  0.388
H 2.037 -1.031 -0.854  0.373
H -1.652 -3.851 1.026  0.418
H -2.995 -1.783 0.689  0.406
H -3.154 -2.775 -0.735  0.539
H -3.800 -0.364 -1.293  0.345
H -2.801 -1.170 -2.391  0.442
H -2.815 1.477 0.175  0.565
H -1.820 0.328 0.946  0.337
H -1.059 2.785 0.999  0.450
H 0.055 1.599 0.463  0.639
H 0.788 4.365 0.299  0.530
H 0.691 4.741 -2.635  0.212
H 1.328 5.883 -1.324  0.351
H 3.282 4.920 -1.379  0.234
H 2.799 3.694 -2.763  0.349
H 2.044 2.211 -0.888  0.187
H 2.865 3.390 0.300  0.227
H 0.304 2.108 -2.414  0.670
H -0.765 3.381 -2.824  0.317
H -2.778 1.922 -2.203  0.434
H -1.965 1.148 -3.389  0.403

Output
SMILES = OCCOc1ccc2c(c1)CCC1(CCN(C3CCC3)CC1)O2
HOMO level = -0.2849 hartree
Kohn-Sham gap = 0.31072 Ha
energy relative to the best compared isomer or geometry (same formula, charge and spin) = 658.5 kJ/mol
DFT total energy = -1020.49823 Eh
total charge = 0
largest force on an atom = 0.0843 Eh/bohr

[4]
Molecular formula: C4H12
Method: DFT, ωB97M-V with the def2-TZVPD basis set

Last column: Mulliken charge in e.
Geometry (Å):
C 1.027 -0.335 -2.874  -0.881
C -0.008 -0.885 -1.867  -0.442
H 0.620 -0.247 -3.881  0.268
H 1.359 0.645 -2.553  0.313
H 1.706 -1.167 -3.119  0.240
H 0.123 -1.886 -1.471  0.359
H -1.002 -0.816 -2.319  0.271
H -0.064 -0.193 -1.030  -0.129
C -0.783 0.318 1.761  -0.707
C -0.117 0.859 3.054  -0.842
H -0.030 -0.143 1.124  0.123
H -1.512 -0.469 1.976  0.297
H -1.312 1.108 1.233  0.323
H 0.081 1.893 2.776  0.239
H -0.891 0.928 3.816  0.255
H 0.803 0.388 3.375  0.313

Output
SMILES = CC.CC
HOMO level = -0.4153 hartree
Kohn-Sham gap = 0.45704 Ha
energy relative to the best compared isomer or geometry (same formula, charge and spin) = 61.4 kJ/mol
DFT total energy = -159.56160 Eh
total charge = 0
largest force on an atom = 0.0393 Eh/bohr